Entry from the OMol25 dataset: a molecular structure, C41H38FN4O4S5SbTi (ωB97M-V with the def2-TZVPD basis set).

Output
HOMO level (alpha / beta) = -2.76 / -4.13 eV
ΔE to the lowest compared entry with this formula, charge and spin = 0.491 eV
frontier orbital gap (alpha / beta) = 3.11 / 4.47 eV
total charge = -1
<S²> = 0.784
LUMO (alpha / beta) = 0.4 / 0.3 eV
spin multiplicity = 2

Atoms and positions in Å:
Sb  -0.093  3.278  1.281
Ti  2.074  1.708  -0.861
S  -1.222  -0.152  -2.605
S  -0.984  1.907  2.895
S  2.271  3.056  1.098
S  -0.341  2.469  -0.944
S  -0.745  5.439  1.422
F  -2.804  -1.571  1.248
O  5.390  0.016  0.727
O  3.904  1.181  -0.464
O  -0.618  0.559  -3.765
O  1.550  -0.113  -0.596
N  -2.460  -1.752  4.049
N  -4.987  -1.177  5.162
N  2.268  0.028  -3.462
N  2.227  -0.873  3.389
C  -1.731  -1.759  -3.229
C  -4.895  0.683  -1.160
C  4.312  -1.232  -3.230
C  -3.651  0.105  -1.349
C  1.804  -0.424  0.680
C  2.674  2.814  -2.614
C  4.245  0.329  0.479
C  -5.332  1.688  -2.016
C  3.459  4.624  -4.633
C  5.694  -1.269  -3.147
C  0.979  -1.190  2.852
C  3.643  -0.021  -3.405
C  -2.423  -4.255  -4.181
C  -2.070  -4.099  -2.850
C  6.435  -0.101  -3.237
C  1.528  0.304  5.501
C  -4.523  2.117  -3.056
C  -0.512  -1.182  0.921
C  2.488  4.987  -3.712
C  -2.864  0.535  -2.407
C  4.384  1.171  -3.462
C  3.676  2.475  -3.538
C  0.770  -0.961  1.465
C  -3.802  -0.287  5.461
C  4.047  3.373  -4.540
C  2.103  4.090  -2.723
C  -2.420  -3.160  -5.039
C  -2.876  -0.370  4.275
C  -1.360  -1.771  3.116
C  2.375  -0.726  4.811
C  -1.531  -1.538  1.760
C  -0.063  -1.627  3.645
C  -1.712  -2.844  -2.369
C  3.089  -0.232  1.253
C  -3.591  -2.602  3.752
C  -2.071  -1.906  -4.567
C  3.000  0.537  5.327
C  5.766  1.106  -3.390
C  3.264  -0.478  2.572
C  -4.541  -2.599  4.936
C  -3.274  1.545  -3.255
H  -3.364  0.064  3.385
H  3.734  -2.147  -3.155
H  3.654  0.456  6.184
H  -3.341  -0.688  6.363
H  -2.602  1.885  -4.032
H  -4.175  0.720  5.636
H  -2.039  -1.042  -5.218
H  -5.432  -3.201  4.765
H  -1.408  -2.712  -1.336
H  1.343  4.398  -2.016
H  1.787  0.809  -3.874
H  1.154  0.062  6.489
H  4.806  3.073  -5.256
H  0.070  -1.755  4.710
H  2.587  -1.644  5.351
H  -4.040  -2.911  5.851
H  -5.406  -0.837  4.291
H  3.285  1.279  4.593
H  2.021  5.964  -3.756
H  -5.696  -1.119  5.890
H  -3.287  -0.656  -0.668
H  0.866  0.884  4.866
H  -2.691  -5.234  -4.558
H  1.754  -0.834  -3.472
H  7.514  -0.123  -3.156
H  -5.516  0.365  -0.331
H  -2.000  0.253  4.450
H  -4.856  2.919  -3.704
H  -0.703  -0.896  -0.103
H  3.758  5.306  -5.420
H  -3.247  -3.620  3.572
H  -6.297  2.152  -1.853
H  6.324  2.036  -3.403
H  4.216  -0.313  3.051
H  -2.053  -4.954  -2.186
H  -2.685  -3.288  -6.082
H  -4.150  -2.283  2.858
H  6.191  -2.220  -2.996

Cartesian forces (eV/Å) of the 2 atoms listed first:
-0.3 0.4 -0.1
-0.3 0.4 -0.2